[1]
Below is 6 unconnected molecules or ions with the total composition C41H72BCl2IN11O9S in a non-equilibrium geometry, with properties calculated with ωB97M-V/def2-TZVPD.

Last column: Mulliken charge in e.
Cartesian coordinates (Å):
C 3.551 1.311 0.115  -1.0368
C 2.660 0.079 0.252  -0.6221
C 1.231 0.332 -0.215  -0.3850
C 0.570 1.445 0.587  -1.0826
C -0.894 1.710 0.150  0.8867
C -1.770 1.611 1.385  -0.9790
N -3.245 1.532 1.178  1.5868
C -3.736 0.888 0.068  -3.4470
N -3.537 -0.389 -0.095  1.2063
C -4.101 -1.143 -1.222  -0.7935
C -3.073 -1.444 -2.319  -0.8367
C -3.714 -1.934 -3.611  -1.2699
I -5.310 -3.280 -3.202  0.0806
C -2.749 -1.216 0.837  0.5128
C -3.303 -1.279 2.262  0.1838
O -2.458 -2.180 2.978  -0.4182
C -1.234 -1.643 3.312  0.8057
C -1.188 -0.692 4.459  -0.8247
O -0.261 -1.986 2.718  -0.5223
N -4.544 1.553 -0.842  0.5811
B -3.901 2.168 -2.082  0.6797
O -2.932 3.104 -1.959  -0.8253
C -4.375 1.672 -3.505  -0.3139
C -5.877 1.396 -3.629  -1.3218
C -5.662 2.278 -0.249  -0.6347
Cl -5.885 3.785 -1.185  -0.0658
C -5.512 2.541 1.298  1.3181
N -6.219 3.766 1.573  -0.6780
C -6.263 4.360 2.629  0.4691
S -6.300 5.126 3.971  -0.3122
C -6.106 1.328 2.035  0.6178
C -6.386 0.121 1.385  0.1121
C -6.899 -0.946 2.122  -0.5494
N -7.158 -0.908 3.426  -0.6567
C -6.878 0.239 4.054  -0.6731
C -6.357 1.352 3.407  -0.4786
C -4.001 2.650 1.642  0.7743
Cl -3.357 4.207 1.068  -0.0626
O -3.845 2.560 3.084  -0.3347
C -3.257 3.511 3.742  0.8008
N -2.532 4.138 4.356  -0.6135
H 3.340 1.881 -0.788  0.3084
H 3.404 1.989 0.954  0.2891
H 4.607 1.058 0.108  0.1547
H 3.090 -0.716 -0.354  0.3803
H 2.645 -0.234 1.294  0.3089
H 1.225 0.572 -1.278  0.3991
H 0.664 -0.584 -0.028  0.0867
H 0.606 1.159 1.640  0.3772
H 1.128 2.372 0.501  0.5256
H -0.943 2.723 -0.231  0.5039
H -1.144 0.966 -0.605  -0.3030
H -1.463 0.722 1.926  -0.7362
H -1.526 2.425 2.058  0.6475
H -4.395 -2.096 -0.792  0.9955
H -5.007 -0.683 -1.595  0.4714
H -2.448 -2.258 -1.951  0.4448
H -2.387 -0.613 -2.484  0.3641
H -2.980 -2.480 -4.190  0.6650
H -4.101 -1.145 -4.243  0.3759
H -1.713 -0.897 0.808  -1.2698
H -2.746 -2.230 0.457  0.7324
H -4.287 -1.731 2.232  0.2143
H -3.318 -0.322 2.774  -0.3313
H -0.471 0.098 4.261  0.1996
H -2.148 -0.241 4.696  0.2576
H -0.818 -1.231 5.326  0.4494
H -2.262 3.031 -2.648  0.3238
H -4.093 2.420 -4.244  0.4808
H -3.828 0.754 -3.726  0.2194
H -6.091 0.966 -4.604  0.4153
H -6.450 2.314 -3.572  0.3771
H -6.222 0.697 -2.870  0.2418
H -6.590 1.751 -0.418  0.6179
H -6.213 -0.019 0.332  -0.0470
H -7.103 -1.876 1.605  0.5410
H -7.088 0.277 5.112  0.4234
H -6.153 2.233 3.993  0.0774
C 9.356 0.973 0.431  -1.4136
C 7.989 0.399 0.143  0.8371
O 7.433 0.559 -0.931  -0.5920
N 7.387 -0.311 1.134  -0.1123
C 7.885 -0.602 2.465  -0.9051
H 9.695 1.505 -0.451  0.2898
H 9.314 1.670 1.269  0.3605
H 10.068 0.179 0.661  0.3903
H 6.479 -0.665 0.876  0.1827
H 7.957 -1.680 2.613  0.2990
H 7.208 -0.197 3.218  0.2877
H 8.867 -0.165 2.610  0.3354
C 6.926 1.182 -3.830  -0.9036
C 7.025 2.556 -4.446  0.6207
O 6.851 3.579 -3.799  -0.6922
N 7.320 2.631 -5.774  -0.1216
C 7.563 1.545 -6.704  -0.4280
H 6.696 1.286 -2.777  0.2292
H 6.138 0.606 -4.317  0.3341
H 7.869 0.645 -3.927  0.2920
H 7.372 3.576 -6.119  0.2165
H 8.567 1.638 -7.126  0.2762
H 6.837 1.585 -7.521  0.2669
H 7.481 0.578 -6.214  0.0271
C 7.431 -4.004 -5.788  -1.3993
C 7.543 -2.639 -6.426  0.8390
O 7.351 -1.614 -5.791  -0.5968
N 7.872 -2.590 -7.743  -0.1417
C 8.137 -3.695 -8.646  -0.8782
H 7.166 -3.872 -4.745  0.2824
H 6.657 -4.597 -6.278  0.3637
H 8.380 -4.538 -5.847  0.3630
H 7.932 -1.654 -8.109  0.1963
H 9.148 -3.618 -9.048  0.2881
H 7.432 -3.677 -9.480  0.2866
H 8.040 -4.643 -8.130  0.3432
C -4.068 -4.946 1.884  -0.7809
C -5.106 -4.968 0.786  0.7830
O -5.444 -3.955 0.175  -0.5851
N -5.665 -6.159 0.488  -0.2517
C -5.402 -7.455 1.090  -0.9154
H -3.711 -3.932 2.011  -0.4428
H -4.497 -5.285 2.827  0.4527
H -3.221 -5.584 1.629  0.4321
H -6.350 -6.111 -0.250  0.2661
H -5.046 -8.154 0.332  0.2983
H -6.316 -7.856 1.528  0.3052
H -4.650 -7.373 1.867  0.3437
C -0.233 3.452 6.036  -0.7600
C 0.949 2.517 6.134  0.6896
O 1.250 1.773 5.207  -0.6571
N 1.670 2.517 7.280  -0.1810
C 1.461 3.322 8.470  -0.8579
H -0.682 3.321 5.063  -0.2635
H -0.975 3.218 6.799  0.4208
H 0.077 4.492 6.139  0.4534
H 2.441 1.869 7.274  0.2583
H 2.341 3.935 8.668  0.2891
H 1.287 2.679 9.333  0.2834
H 0.604 3.975 8.344  0.3369

Forces on atoms 1 to 2 (eV/Å):
C -0.01 0.21 0.33
C 0.21 0.34 -0.44

Properties
Largest force on an atom, eV Å⁻¹: 1.830
LUMO level, eV: -3.065
Net charge: +1
HOMO energy, eV: -9.77
HOMO-LUMO gap, eV: 6.7
Electronic energy, eV: -123157.0032

[2]
Below is 11 unconnected molecules or ions with the total composition C41H74O33 in a non-equilibrium geometry, with properties calculated with ωB97M-V/def2-TZVPD.

Last column: Mulliken charge in e.
Cartesian coordinates (Å):
C 3.407 -1.142 -3.845  0.0263
C 2.250 -1.895 -4.297  -0.7529
O 1.195 -1.100 -3.752  0.1223
C 1.617 0.147 -3.771  0.5473
O 1.010 1.200 -3.505  -0.6480
O 2.950 0.165 -3.965  -0.3727
H 4.198 -1.394 -4.552  0.4067
H 3.670 -1.455 -2.835  -0.1322
H 2.185 -2.871 -3.816  0.4428
H 2.360 -2.146 -5.352  0.4150
C -5.125 2.890 -2.646  -0.3406
C -4.933 1.576 -3.369  -0.3777
O -3.551 1.627 -3.655  -0.2917
C -3.128 2.863 -3.588  0.7870
O -1.990 3.160 -4.018  -0.5726
O -4.173 3.671 -3.265  -0.3196
H -4.990 2.914 -1.565  0.2454
H -6.125 3.229 -2.915  0.3447
H -5.510 1.611 -4.293  0.2912
H -5.139 0.648 -2.834  0.3136
C 0.435 -3.159 1.151  -0.8366
C 1.721 -3.792 0.548  0.1875
C 1.911 -3.595 -0.946  -0.1037
O 3.119 -2.987 -1.130  -0.2233
C 3.642 -2.657 0.059  0.5165
O 4.669 -2.035 0.242  -0.5547
O 2.745 -2.933 1.060  -0.3218
H -0.398 -3.735 0.751  0.2959
H 0.390 -2.078 1.015  -0.3754
H 0.151 -3.306 2.193  0.6000
H 1.883 -4.786 0.965  0.3620
H 1.170 -2.930 -1.389  -0.1980
H 1.788 -4.506 -1.532  0.5261
C -2.170 4.988 -0.564  -0.6871
C -0.757 4.918 -1.094  1.0141
C -0.418 5.682 -2.373  -0.2218
O 0.655 6.523 -1.987  -0.3600
C 0.790 6.462 -0.632  0.4679
O 1.421 7.269 0.035  -0.6255
O -0.037 5.538 -0.101  -0.1450
H -2.559 6.002 -0.464  0.4452
H -2.244 4.404 0.354  -0.1333
H -2.886 4.513 -1.234  -0.0121
H -0.317 3.929 -1.225  -0.3799
H -1.302 6.239 -2.682  0.2250
H -0.168 5.080 -3.247  0.3287
C -0.508 -3.926 -5.572  -0.1463
O -0.162 -5.265 -5.077  -0.3434
C -1.077 -6.211 -4.745  0.6818
O -0.797 -7.295 -4.212  -0.5864
O -2.347 -5.764 -4.851  -0.3168
C -3.451 -6.567 -4.571  -0.6936
H 0.379 -3.303 -5.688  0.0080
H -1.271 -3.595 -4.868  0.0314
H -0.938 -3.980 -6.572  0.3773
H -3.448 -7.344 -5.335  0.3586
H -4.442 -6.112 -4.558  0.2484
H -3.322 -7.121 -3.641  0.3265
C 0.706 0.496 5.488  -0.6341
C -0.400 -0.520 5.895  -0.4757
O -1.065 -0.837 4.683  0.0145
C -2.119 -1.713 4.643  0.5179
O -2.502 -2.421 5.575  -0.6141
O -2.567 -1.822 3.409  -0.4071
C -2.189 -0.892 2.358  0.2605
H 0.251 1.468 5.297  -0.0749
H 1.356 0.250 4.649  0.0872
H 1.372 0.804 6.294  0.5265
H -1.069 -0.144 6.668  0.3169
H 0.161 -1.323 6.372  0.4102
H -2.878 -1.038 1.526  0.1345
H -1.158 -1.096 2.069  0.0353
H -2.220 0.152 2.672  0.0200
C 4.570 -0.309 3.937  -1.1020
C 5.131 0.810 3.119  0.4414
O 5.605 0.351 1.813  -0.3237
C 5.588 1.155 0.711  0.7687
O 5.077 2.277 0.718  -0.4547
O 6.247 0.548 -0.369  -0.3446
C 5.980 1.034 -1.669  -0.3325
H 4.134 0.149 4.825  0.3768
H 5.378 -0.978 4.232  0.4048
H 3.816 -0.911 3.429  0.0802
H 5.922 1.410 3.569  0.4357
H 4.284 1.454 2.884  -0.3568
H 6.709 0.638 -2.376  0.3022
H 6.057 2.116 -1.770  0.2165
H 4.978 0.717 -1.956  0.0206
C -0.299 4.500 3.048  -1.1424
C -1.083 3.348 3.539  0.5804
O -1.574 3.583 4.880  -0.3859
C -2.337 2.755 5.539  0.6477
O -2.665 2.977 6.732  -0.6809
O -2.785 1.669 4.883  -0.1529
C -3.804 0.776 5.513  -0.7295
H 0.662 4.450 3.560  0.0917
H -0.717 5.499 3.170  0.4452
H -0.177 4.390 1.971  0.1444
H -0.778 2.332 3.286  0.0716
H -2.007 3.430 2.966  0.2349
H -4.042 0.214 4.609  0.2201
H -4.683 1.344 5.818  0.3915
H -3.478 0.186 6.369  0.2519
C -2.250 -1.771 -2.435  -1.5114
C -1.974 -0.531 -1.560  -0.0371
O -0.653 -0.499 -1.097  0.4535
C -0.203 0.508 -0.394  -0.5059
O -0.789 1.551 -0.082  -0.4308
O 1.059 0.123 0.061  0.6571
C 1.869 1.057 0.694  0.0677
H -2.390 -2.730 -1.936  0.4029
H -1.544 -1.795 -3.265  0.0579
H -3.208 -1.577 -2.917  0.5155
H -2.668 -0.351 -0.739  0.2636
H -2.017 0.311 -2.251  0.0479
H 1.511 1.407 1.662  -0.1538
H 2.004 1.923 0.047  0.4604
H 2.862 0.680 0.942  -0.3870
C -6.877 -8.107 -3.591  -1.0300
C -6.369 -8.259 -2.144  -0.2562
O -5.755 -7.017 -1.910  -0.2577
C -5.120 -6.657 -0.761  0.6450
O -4.790 -7.437 0.151  -0.5762
O -4.752 -5.361 -0.890  -0.2322
C -3.990 -4.770 0.105  -0.4577
H -7.506 -7.230 -3.743  0.2829
H -7.420 -9.023 -3.824  0.4164
H -6.108 -8.087 -4.363  0.1846
H -5.664 -9.059 -1.917  0.3173
H -7.184 -8.309 -1.422  0.3417
H -4.561 -4.588 1.016  0.4163
H -3.547 -3.818 -0.189  -0.1466
H -3.046 -5.295 0.250  0.3666
C 7.734 6.005 0.643  -1.0472
C 6.429 6.894 0.614  -0.3700
O 5.249 6.120 0.938  -0.2051
C 4.870 5.861 2.110  0.6721
O 5.375 6.256 3.149  -0.1551
O 3.822 5.033 2.005  0.0457
C 3.399 4.250 3.128  -0.3587
H 8.587 6.627 0.374  0.4032
H 7.556 5.130 0.018  0.2833
H 8.005 5.703 1.655  0.3441
H 6.368 7.291 -0.399  0.3503
H 6.599 7.745 1.274  0.3619
H 4.185 3.707 3.652  0.3931
H 2.622 3.576 2.769  -0.3229
H 2.867 4.970 3.749  0.5819

Forces on atoms 1 to 2 (eV/Å):
C 1.85 -1.36 -0.30
C -0.36 -2.59 0.91

Properties
2S+1: 2
Largest force on an atom, eV Å⁻¹: 5.235
LUMO level (spin up / spin down), eV: -2.576 / -9.411
Net charge: +1
HOMO energy (spin up / spin down), eV: -11.93 / -11.93
HOMO-LUMO gap (spin up / spin down), eV: 9.4 / 2.5
Electronic energy, eV: -111271.0130

The highest largest force on an atom belongs to which entry?
C41H74O33

Which value of largest force on an atom does entry 1 give?
1.830 eV Å⁻¹

Which value of electronic energy does entry 1 give?
-123157.0032 eV